Record 1
This record from the Open Molecules 2025 dataset describes one molecule with the formula C6H8S. The level of theory is ωB97M-V/def2-TZVPD.

XYZ file:
```
15
C6H8S, DFT ωB97M-V/def2-TZVPD
C 0.7228 -1.5183 0.5702
C 0.6427 -0.8872 -0.6204
C 0.1115 -0.6935 1.6461
C -0.2639 0.6108 0.9561
C -0.1964 0.2814 -0.5167
C -0.6761 0.9693 -1.7134
S 1.0972 1.8345 0.8698
H 1.1427 -2.3711 0.8252
H 0.9673 -1.1570 -1.6241
H -0.7139 -1.0924 2.2959
H 0.7892 -0.5320 2.3963
H -1.1718 1.0698 1.1969
H -1.3671 0.4728 -2.2922
H 0.0043 1.1630 -2.5194
H -1.0885 1.8498 -1.4704
```

Values from the calculation:
**Spin multiplicity**: 1
**Net charge**: 0

Record 2
This record from the Open Molecules 2025 dataset describes one molecule with the formula C6H8S. The level of theory is ωB97M-V/def2-TZVPD.

XYZ file:
```
15
C6H8S, DFT ωB97M-V/def2-TZVPD
C -1.2496 -1.7466 1.2709
C -1.2474 -0.4377 1.0245
C 0.0124 0.2591 0.4125
C 0.1517 1.6916 0.8273
C 1.1066 2.0987 1.6414
C 0.0262 0.1721 -1.0939
S 0.5499 -0.9804 -1.9961
H -2.2133 -2.1241 1.7087
H -0.4338 -2.4310 1.1937
H -2.1318 0.1496 1.1703
H 1.0076 -0.1776 0.7341
H -0.4458 2.3749 0.1911
H 1.2820 3.1805 1.7403
H 1.6976 1.4674 2.2889
H -0.3599 1.0243 -1.5859
```

Values from the calculation:
**Spin multiplicity**: 1
**Net charge**: 0

Record 3
This record from the Open Molecules 2025 dataset describes one molecule with the formula C6H8S2. The level of theory is ωB97M-V/def2-TZVPD.

XYZ file:
```
16
C6H8S2, DFT ωB97M-V/def2-TZVPD
C -2.9242 0.0852 -0.7461
C -1.7908 0.0524 -0.2981
C -0.3749 0.0245 0.1365
C -0.1863 -0.2023 1.5863
C 0.6665 -0.6341 -0.8300
S 2.2264 -1.4267 -0.3904
C 0.5754 0.8842 -0.7449
S 1.7739 1.9917 -0.0695
H -3.9334 0.0843 -1.1274
H -0.8336 0.4134 2.2193
H 0.8409 -0.0427 1.9416
H -0.4325 -1.2105 1.9205
H 0.1135 -1.0245 -1.6896
H 1.6975 -2.0200 0.6477
H -0.0414 1.3307 -1.5022
H 2.6230 1.6944 -1.0537
```

Values from the calculation:
**Spin multiplicity**: 1
**Net charge**: 0

Record 4
This record from the Open Molecules 2025 dataset describes a 2-piece molecular cluster, C6H9B2F4IN3O2P overall. The level of theory is ωB97M-V/def2-TZVPD.

XYZ file:
```
28
C6H9B2F4IN3O2P, DFT ωB97M-V/def2-TZVPD
C 4.1076 0.8403 0.9166
C 2.9510 1.3953 0.2977
C 1.4423 0.9415 0.6402
C 0.5063 2.1028 1.0638
C -0.9550 1.5687 1.3266
C -1.0426 0.0494 1.0881
B -2.5491 -0.6111 1.2814
N -3.5849 -0.1241 0.2853
O -2.8366 -1.5977 2.2870
N -0.0215 -0.8612 0.7254
P -0.3278 -2.6405 0.5255
O 0.5783 -3.4466 1.7559
I 0.6294 -3.2102 -1.6788
N 1.2218 -0.4257 0.4996
H 4.9439 0.3891 0.2667
H 4.3173 0.8511 2.0485
H 3.0271 2.2506 -0.4681
H 0.7851 3.1976 1.1628
H -1.8098 2.2516 1.6429
H -3.1828 -0.1562 -0.6784
H -3.6301 0.9011 0.4794
H -3.7486 -1.9251 2.0761
H 1.5282 -3.4274 1.4700
B -0.4700 0.3380 -3.8055
F -0.6207 1.7561 -3.9324
F 0.9048 0.0270 -3.5191
F -1.3056 -0.1385 -2.7304
F -0.8579 -0.2958 -5.0266
```

Values from the calculation:
**Spin multiplicity**: 1
**Net charge**: 0

no.,maximum force (eV Å⁻¹),total energy (eV)
1,4.61,-17183.9496
2,2.63,-17184.2884
3,1.92,-28019.0294
4,6.30,-44546.7537